This record from the OMol25 dataset describes a structure of composition C18H36MgO10S4 at a distorted geometry. The level of theory is ωB97M-V with the def2-TZVPD basis set.

Each line ends with the natural charge from an NBO analysis.
Geometry (Å):
Mg1 -32.18907 27.02337 -1.90714  1.76
O1 -33.23024 28.60216 -1.98217  -1.05
C1 -34.45760 28.20139 -2.52181  -0.08
C2 -34.54687 26.70576 -3.01859  -0.10
O2 -33.49927 25.85479 -2.61112  -1.05
H1 -34.70920 28.81367 -3.39930  0.13
H2 -35.21523 28.36980 -1.74105  0.12
H3 -34.52245 26.70250 -4.11729  0.14
H4 -35.51017 26.30512 -2.67771  0.15
C3 -36.36057 26.97579 1.89302  -0.41
C4 -36.49135 26.65645 0.39737  -0.41
C5 -37.12944 25.27561 0.29941  -0.68
S1 -36.49070 24.29262 1.64606  2.18
O3 -35.36705 23.49415 1.24634  -0.94
O4 -37.57936 23.66542 2.34300  -0.95
C6 -35.93677 25.69833 2.60577  -0.68
H5 -37.35402 27.32253 2.19486  0.21
H6 -35.68081 27.77279 2.17991  0.22
H7 -35.55042 26.70549 -0.15271  0.22
H8 -37.17218 27.32525 -0.13424  0.23
H9 -37.08091 24.80515 -0.67762  0.26
H10 -38.18179 25.35409 0.59088  0.24
H11 -34.84968 25.61753 2.65786  0.24
H12 -36.30700 25.55445 3.61890  0.26
C7 -33.40211 29.79472 -5.99424  -0.40
C8 -32.31150 29.94546 -7.05989  -0.42
C9 -31.13665 30.59179 -6.34979  -0.68
S2 -31.89097 31.92395 -5.43086  2.19
O5 -32.04800 33.06286 -6.29111  -0.95
O6 -31.24515 32.07400 -4.17304  -0.94
C10 -33.49098 31.12817 -5.21451  -0.70
H13 -33.11593 28.96841 -5.33476  0.20
H14 -34.35509 29.46762 -6.41177  0.22
H15 -32.66196 30.61879 -7.85370  0.22
H16 -32.09483 29.03400 -7.61711  0.23
H17 -30.34233 30.93700 -7.00726  0.26
H18 -30.68595 29.91147 -5.62367  0.23
H19 -34.29350 31.73971 -5.61223  0.25
H20 -33.59426 30.86424 -4.16443  0.27
C11 -35.96443 31.91460 2.59824  -0.41
C12 -36.23840 30.46915 2.13193  -0.41
C13 -36.11931 30.36110 0.59612  -0.70
S3 -35.41113 31.89459 0.02630  2.20
O7 -36.09281 32.24338 -1.18868  -0.98
O8 -33.98747 31.82320 0.05854  -0.93
C14 -35.97626 32.87796 1.40994  -0.67
H21 -34.98089 31.96375 3.06687  0.22
H22 -36.65740 32.24018 3.37254  0.23
H23 -37.23717 30.10852 2.37623  0.22
H24 -35.56281 29.79086 2.65028  0.21
H25 -37.14272 30.30339 0.22238  0.26
H26 -35.54610 29.54795 0.15525  0.26
H27 -36.97602 33.21684 1.14243  0.24
H28 -35.27641 33.70046 1.52612  0.26
C15 -38.04062 32.04370 -4.33055  -0.41
C16 -37.10754 30.80778 -4.38463  -0.42
C17 -37.66504 29.70553 -3.49778  -0.68
S4 -39.19619 30.30512 -2.78073  2.18
O9 -39.22718 29.93623 -1.38277  -0.97
O10 -40.31216 30.01195 -3.62829  -0.94
C18 -38.72464 32.01393 -2.97514  -0.69
H29 -38.77339 32.01745 -5.13521  0.22
H30 -37.43898 32.94606 -4.43205  0.23
H31 -36.10346 31.06129 -4.04962  0.23
H32 -37.01328 30.50337 -5.42866  0.22
H33 -37.07184 29.58720 -2.58582  0.24
H34 -37.77862 28.69702 -3.88872  0.25
H35 -38.02915 32.18635 -2.15816  0.27
H36 -39.59675 32.64952 -2.83445  0.25

Values from the calculation:
* HOMO-LUMO gap: 0.255 Eh
* energy above the lowest of the compared OMol25 structures with the same formula, charge and spin: 90.75 kcal/mol
* multiplicity: 1

***

This record from the OMol25 dataset describes a structure of composition C18H36MgO10S4 at a distorted geometry. The level of theory is ωB97M-V with the def2-TZVPD basis set.

Each line ends with the natural charge from an NBO analysis.
Geometry (Å):
Mg1 -27.61812 35.13225 1.99927  1.77
O1 -25.57968 35.09144 2.11191  -1.08
C1 -25.29782 36.04522 3.10790  -0.08
C2 -26.39482 37.14093 3.30873  -0.08
O2 -27.73038 36.79475 3.04578  -1.07
H1 -24.26887 36.43550 3.04680  0.13
H2 -25.26481 35.46648 4.06332  0.09
H3 -26.14530 38.00659 2.65965  0.10
H4 -26.33042 37.54197 4.33432  0.13
C3 -32.09030 37.73058 1.10156  -0.41
C4 -33.03759 36.54665 0.97729  -0.41
C5 -32.20752 35.25788 1.06742  -0.65
S1 -30.96404 35.61505 2.33918  2.19
O3 -29.68215 35.23609 1.77737  -1.00
O4 -31.37548 35.17697 3.64503  -0.94
C6 -31.12784 37.42832 2.24414  -0.67
H5 -32.61094 38.67322 1.26868  0.23
H6 -31.57376 37.87573 0.14851  0.22
H7 -33.70488 36.54041 0.11830  0.23
H8 -33.68636 36.48282 1.86124  0.21
H9 -31.61019 35.12664 0.16340  0.24
H10 -32.69169 34.32158 1.33112  0.25
H11 -30.12444 37.83808 2.11886  0.30
H12 -31.48776 37.77725 3.21063  0.24
C7 -24.37750 31.97393 -0.27294  -0.41
C8 -24.91784 30.87456 0.64756  -0.43
C9 -26.01202 31.47257 1.49248  -0.64
S2 -27.01021 32.31187 0.19793  2.16
O5 -27.62045 33.50029 0.78003  -1.01
O6 -27.77227 31.37474 -0.58190  -0.93
C10 -25.55317 32.81759 -0.76728  -0.67
H13 -23.88564 31.48369 -1.11352  0.22
H14 -23.65658 32.60881 0.23667  0.23
H15 -24.13785 30.31393 1.17068  0.23
H16 -25.35004 30.01668 0.11307  0.22
H17 -25.68970 32.23538 2.20399  0.27
H18 -26.74215 30.85611 2.01561  0.26
H19 -25.38450 33.88000 -0.60411  0.26
H20 -25.82732 32.57422 -1.79438  0.24
C11 -28.30094 33.31263 7.06265  -0.41
C12 -29.72462 33.41424 6.46695  -0.42
C13 -29.69967 32.49021 5.25265  -0.63
S3 -28.05395 32.81330 4.49190  2.16
O7 -28.23408 33.82337 3.47869  -0.99
O8 -27.36679 31.55934 4.27245  -0.94
C14 -27.34632 33.63932 5.93052  -0.67
H21 -28.14606 32.32161 7.49326  0.21
H22 -28.18210 33.98833 7.91103  0.23
H23 -30.01735 34.39432 6.08603  0.24
H24 -30.44805 33.12756 7.22848  0.23
H25 -30.46811 32.65834 4.50305  0.26
H26 -29.63856 31.43704 5.53061  0.23
H27 -27.29492 34.71191 5.73944  0.27
H28 -26.31257 33.29203 5.95192  0.26
C15 -26.04548 36.76305 -3.06739  -0.41
C16 -24.99313 37.16275 -2.01780  -0.41
C17 -25.68856 37.52867 -0.70609  -0.69
S4 -27.40417 36.97220 -0.82364  2.18
O9 -28.26362 38.10784 -1.08224  -0.93
O10 -27.65019 36.05847 0.26957  -1.00
C18 -27.19842 36.02480 -2.37198  -0.65
H29 -25.64960 36.10156 -3.83511  0.22
H30 -26.44426 37.67987 -3.50361  0.22
H31 -24.35063 37.93446 -2.43996  0.23
H32 -24.29282 36.34314 -1.83289  0.21
H33 -25.60765 38.58264 -0.45498  0.26
H34 -25.35827 36.94858 0.16246  0.29
H35 -28.14058 36.03596 -2.91459  0.25
H36 -26.92010 34.98960 -2.18398  0.23

Values from the calculation:
* HOMO-LUMO gap: 0.249 Eh
* energy above the lowest of the compared OMol25 structures with the same formula, charge and spin: 23.65 kcal/mol
* multiplicity: 1

***

This record from the OMol25 dataset describes a structure of composition C18H36N2O7V. The level of theory is ωB97M-V with the def2-TZVPD basis set.

Each line ends with the natural charge from an NBO analysis.
Geometry (Å):
V1 -0.54507 -0.53190 0.55442  1.77
C1 -0.39281 -3.41380 1.47543  -0.09
C2 1.03779 -2.91734 1.49300  -0.10
O1 1.15577 -1.78285 0.59547  -0.58
C3 1.69920 -2.05618 -0.72766  -0.07
C4 0.56239 -2.50456 -1.63554  -0.09
O2 -0.61199 -1.83405 -1.13512  -0.60
C5 -1.80500 -1.95941 -1.93474  -0.08
C6 -2.94160 -1.56929 -1.02070  -0.07
O3 -2.44717 -0.41705 -0.28756  -0.61
C7 -3.42362 0.53803 0.19889  -0.08
C8 -2.61786 1.78802 0.43637  -0.09
O4 -1.41247 1.37425 1.12296  -0.58
C9 -1.29168 1.81589 2.49467  -0.09
C10 -0.02357 1.16304 2.96534  -0.08
O5 -0.13510 -0.24096 2.58429  -0.61
C11 -0.73879 -1.11981 3.58104  -0.10
C12 -1.79291 -1.92820 2.85705  -0.08
O6 -1.30202 -2.27743 1.54201  -0.60
H1 -0.58620 -4.08900 2.30882  0.25
H2 -0.63459 -3.93152 0.55069  0.23
H3 1.72375 -3.70841 1.19113  0.25
H4 1.34642 -2.55976 2.47179  0.22
H5 2.48553 -2.80376 -0.64877  0.24
H6 2.13157 -1.11904 -1.05915  0.23
H7 0.38974 -3.58160 -1.59882  0.22
H8 0.75674 -2.21775 -2.66986  0.24
H9 -1.92524 -2.98703 -2.28017  0.24
H10 -1.72682 -1.29794 -2.79824  0.22
H11 -3.19850 -2.35278 -0.30929  0.22
H12 -3.82365 -1.28497 -1.59172  0.24
H13 -3.89040 0.14738 1.10482  0.21
H14 -4.18703 0.69355 -0.56293  0.25
H15 -3.16043 2.52134 1.03050  0.25
H16 -2.31075 2.24164 -0.50392  0.23
H17 -2.16421 1.48666 3.06588  0.21
H18 -1.22567 2.90357 2.52618  0.25
H19 0.13983 1.24798 4.03720  0.25
H20 0.84147 1.55147 2.43283  0.23
H21 -1.19205 -0.52557 4.37378  0.24
H22 0.05483 -1.72654 4.01270  0.23
H23 -2.69211 -1.33819 2.68202  0.22
H24 -2.07132 -2.82522 3.40912  0.25
C13 3.09468 1.24117 0.56587  -0.41
N1 2.58531 1.75015 -0.70350  -0.39
C14 3.46276 2.71168 -1.39284  -0.22
C15 3.20633 2.67408 -2.88265  -0.43
C16 1.73103 2.88944 -3.13369  -0.21
N2 0.92662 1.96454 -2.31493  -0.39
C17 -0.42854 1.73905 -2.79800  -0.41
C18 1.36210 1.46407 -1.15609  0.81
O7 0.60224 0.67108 -0.47684  -0.83
H25 4.07943 0.80178 0.40882  0.23
H26 2.43649 0.48031 0.97092  0.21
H27 3.20375 2.05615 1.28441  0.22
H28 4.48983 2.43309 -1.16450  0.24
H29 3.29379 3.71250 -0.98707  0.22
H30 3.52339 1.71368 -3.29384  0.22
H31 3.78282 3.45200 -3.37956  0.27
H32 1.48202 2.69866 -4.17658  0.24
H33 1.43506 3.91639 -2.90632  0.22
H34 -0.39356 1.32730 -3.80716  0.23
H35 -0.97461 2.68370 -2.84210  0.23
H36 -0.95530 1.04823 -2.14855  0.20

Values from the calculation:
* HOMO-LUMO gap (spin up / spin down): 0.285 / 0.308 Eh
* total charge: +3
* expectation value of S²: 2.01
* multiplicity: 3